Density functional theory data (ωB97M-V/def2-TZVPD) for 2 unconnected molecules or ions with the total composition C5H9NO at a distorted geometry.

Each line ends with the Löwdin charge.
Geometry (Å):
C 0.26008 -2.02077 -0.67735  -0.1036
N -0.11630 -0.66129 -0.39071  -0.2022
C -0.36530 0.23302 -1.50268  -0.1517
C 0.86196 0.35200 -0.68913  -0.1606
H -0.65072 -2.60904 -0.79823  0.0827
H 0.82793 -2.44533 0.15631  0.0858
H 0.85891 -2.11773 -1.59762  0.0819
H -0.23675 -0.15077 -2.50597  0.0999
H -1.16736 0.95971 -1.38414  0.1034
H 1.79765 0.02960 -1.15189  0.1102
H 0.86641 1.28849 -0.06306  0.1009
C -1.05760 1.22778 1.92076  0.0094
C 0.08334 1.71412 2.27833  -0.3023
O 1.00928 2.26449 2.72332  0.1533
H -1.93189 1.49807 2.48133  0.0677
H -1.03963 0.43765 1.20072  0.0253

Atomic forces in eV per Å
C -0.0229 -0.3964 -0.2393
N -0.2133 0.3948 0.5017
C -0.1292 -0.2004 -0.5534
C 0.1934 1.5548 0.2470
H 0.0625 -0.0562 -0.0308
H -0.0569 0.1593 -0.0886
H -0.0205 0.0214 0.0826
H -0.1190 -0.1711 -0.1004
H 0.1301 -0.2009 0.0733
H -0.1619 0.2044 0.2433
H 0.4315 -1.3801 -0.3533
C -0.3559 -0.5454 -0.3706
C 0.5800 1.3905 1.4997
O 0.0739 -0.4634 -0.5857
H -0.1530 0.1307 0.0692
H -0.2387 -0.4420 -0.3947

Output
M   99.13 u
Energy above the lowest of the compared OMol25 structures with the same formula, charge and spin   77.0 kcal/mol
HOMO energy   -9.02 eV
Kohn-Sham gap   9.96 eV
SMILES   CN1CC1.C=C=O